The following is a quantum chemistry calculation of a molecular structure, C32H44N9OV, from the Open Molecules 2025 dataset.

Geometry (Å):
V: 1.0282 -0.7383 0.6616
C: 2.8512 -1.4915 3.1466
C: 4.0767 -0.7117 2.6368
N: 3.8674 -0.1941 1.2984
C: 4.6989 -0.7087 0.2248
C: 3.8622 -0.9733 -1.0204
N: 2.5874 -1.6316 -0.7105
C: 2.6198 -3.0203 -0.2113
C: 2.9383 -3.1365 1.2784
N: 2.1337 -2.1572 2.0480
H: 2.1405 -0.8027 3.6075
H: 3.1708 -2.2039 3.9154
H: 4.9602 -1.3537 2.6505
H: 4.2859 0.0894 3.3490
H: 3.7526 0.8060 1.2578
H: 5.1831 -1.6266 0.5563
H: 5.5102 -0.0279 -0.0516
H: 4.4513 -1.5455 -1.7460
H: 3.6050 -0.0148 -1.4742
H: 2.0549 -1.6560 -1.5718
H: 3.2657 -3.6731 -0.8084
H: 1.6017 -3.4039 -0.3472
H: 3.9947 -2.9870 1.4796
H: 2.7034 -4.1553 1.5900
H: 1.3469 -2.6623 2.4424
C: -1.1754 1.3460 -5.2067
C: -2.1176 2.1595 -4.3609
C: -2.7927 3.2603 -4.8791
C: -3.6515 4.0165 -4.0951
C: -3.8676 3.6701 -2.7694
C: -3.2226 2.5643 -2.2400
C: -2.3436 1.8240 -3.0244
N: -1.6817 0.6890 -2.4744
C: -0.8344 0.6790 -1.4008
N: -0.5312 1.8879 -0.8986
C: 0.3076 2.2950 0.1787
C: 1.0669 1.3856 0.9408
C: 1.7961 1.9891 1.9865
C: 1.8193 3.3559 2.2363
C: 1.0666 4.2001 1.4362
C: 0.2949 3.6834 0.4056
C: -0.5320 4.6220 -0.4418
N: -0.3508 -0.4491 -0.9397
C: -0.7547 -1.6564 -1.5996
C: -0.0072 -2.1203 -2.6858
C: -0.3056 -3.3252 -3.3007
C: -1.3732 -4.0799 -2.8351
C: -2.1453 -3.6001 -1.7902
C: -1.8699 -2.3834 -1.1687
C: -2.7974 -1.8563 -0.1053
H: -1.0221 1.8182 -6.1751
H: -1.5654 0.3404 -5.3858
H: -0.2054 1.2361 -4.7178
H: -2.6307 3.5341 -5.9147
H: -4.1563 4.8732 -4.5219
H: -4.5471 4.2472 -2.1562
H: -3.3976 2.2556 -1.2155
H: -1.7874 -0.1922 -2.9512
H: -0.9508 2.6473 -1.4090
H: 2.3440 1.3535 2.6777
H: 2.4040 3.7559 3.0563
H: 1.0655 5.2687 1.6156
H: -0.4095 5.6471 -0.0982
H: -1.5999 4.3866 -0.3967
H: -0.2324 4.5961 -1.4952
H: 0.7964 -1.4973 -3.0674
H: 0.2862 -3.6690 -4.1393
H: -1.6125 -5.0293 -3.2953
H: -2.9944 -4.1789 -1.4444
H: -3.1001 -2.6603 0.5670
H: -3.7014 -1.4499 -0.5648
H: -2.3268 -1.0635 0.4717
C: -2.9161 -0.1197 4.9206
N: -2.0862 -0.7604 3.9218
C: -2.0206 -2.1822 3.6701
C: -0.9928 -2.2326 2.5460
O: -0.6115 -3.2503 1.9991
N: -0.5432 -0.9602 2.2796
C: -1.2101 -0.1391 3.1166
N: -1.0480 1.1719 3.1392
H: -3.6023 -0.8570 5.3279
H: -3.5110 0.6828 4.4802
H: -2.3219 0.2832 5.7442
H: -2.9753 -2.5992 3.3459
H: -1.6644 -2.7476 4.5337
H: -0.3268 1.5725 2.5431
H: -1.5137 1.7414 3.8224

Properties
net charge: +1
total energy: -75041.2805 eV
spin multiplicity: 2
⟨S²⟩: 0.786
frontier orbital gap (alpha / beta): 0.2441 / 0.2235 hartree
strongest force on any atom: 0.0143 Eh/bohr


The following is a quantum chemistry calculation of a molecular structure, C14H11Cl2N2OsS6Se, from the Open Molecules 2025 dataset.

Geometry (Å):
Os: -0.1668 -0.4405 0.3989
S: -3.0597 -1.4715 6.8881
C: -2.3374 -1.2793 5.4554
S: -2.3681 -2.4817 4.1930
C: -1.4847 -1.5430 3.0144
C: -1.1128 -0.2677 3.3868
S: -0.2064 0.7295 2.3593
S: -1.5655 0.2235 4.9880
S: -1.0204 -2.1421 1.5112
Cl: -0.0766 -1.7006 -1.6782
C: -1.3565 -1.0039 -2.6610
C: -1.6551 -1.6158 -3.8616
C: -2.6513 -1.0561 -4.6457
C: -3.3119 0.0858 -4.2235
C: -2.9824 0.6724 -3.0129
Cl: -3.8266 2.0927 -2.5155
C: -1.9870 0.1326 -2.1897
S: -1.5942 0.8971 -0.6438
H: -1.1301 -2.5091 -4.1678
H: -2.9163 -1.5142 -5.5881
H: -4.0908 0.5309 -4.8258
C: 2.2866 2.3668 0.5415
N: 2.9578 1.6355 -0.5276
C: 3.6447 2.1942 -1.5804
C: 4.1224 1.1732 -2.3292
N: 3.7110 0.0049 -1.7284
C: 4.0224 -1.3438 -2.1938
C: 3.0069 0.3007 -0.6244
Se: 2.3337 -0.9506 0.6058
H: 2.4552 3.4283 0.3890
H: 2.6841 2.0564 1.5054
H: 1.2105 2.1688 0.5077
H: 3.7256 3.2587 -1.7043
H: 4.7088 1.1724 -3.2298
H: 4.5283 -1.2628 -3.1512
H: 3.1008 -1.9089 -2.3104
H: 4.6670 -1.8488 -1.4788

Properties
net charge: +1
total energy: -175542.3337 eV
spin multiplicity: 1
frontier orbital gap (alpha / beta): 0.2099 / 0.2100 hartree
strongest force on any atom: 0.0109 Eh/bohr


The following is a quantum chemistry calculation of 2 unconnected molecules or ions with the total composition BH3OS in a non-equilibrium geometry, from the Open Molecules 2025 dataset.

Geometry (Å):
B: -1.5832 1.0911 -0.5570
O: -0.7433 0.3644 -1.0072
H: -2.4849 1.6280 -0.1500
S: 1.7994 -1.4272 -0.2028
H: 2.3756 -1.4008 -1.3867
H: 0.6832 -2.1943 -0.4621

Properties
net charge: 0
SMILES string: B=O.S
total energy: -13608.0300 eV
spin multiplicity: 1
frontier orbital gap: 0.3612 hartree
strongest force on any atom: 0.0257 Eh/bohr


The following is a quantum chemistry calculation of a gas-phase ion, C2H4NO (charge +1) in a non-equilibrium geometry, from the Open Molecules 2025 dataset.

Geometry (Å):
C: 0.1417 0.0791 0.3459
C: -0.2156 0.6553 -0.9794
N: -0.2076 1.7990 -1.3284
O: -0.0631 2.9293 -1.7044
H: 0.6545 -0.8232 0.1633
H: 0.7376 0.7301 0.8072
H: -0.8765 -0.2925 0.7869
H: -0.6459 0.0948 -1.8691

Properties
net charge: +1
SMILES string: CC=[N+]=O
total energy: -5664.3647 eV
spin multiplicity: 1
frontier orbital gap: 0.3495 hartree
strongest force on any atom: 0.1672 Eh/bohr